(a)
Below is the ion C5H10NO2 with charge -2, with properties calculated with ωB97M-V/def2-TZVPD.

The geometry in XYZ format:
```
18
Properties=species:S:1:pos:R:3:lowdin_charge:R:1
C -0.8565 0.1456 -0.3152 -0.10
H -0.4435 2.3057 1.2021 0.03
H 1.3104 1.8728 -1.2461 0.03
H -1.1174 0.9373 -1.0474 0.09
C 0.4310 0.9165 2.6952 -0.30
C 1.5069 0.9596 -0.7167 -0.24
N 0.5477 0.4888 0.2731 -0.21
C -0.8136 -1.2713 -1.0288 -0.79
C 0.4160 1.5984 1.2531 -0.45
O -0.2754 -2.2748 -0.5154 -0.11
H -1.6207 -0.0089 0.5123 0.11
O -1.3186 -1.3242 -2.1609 -0.13
H -0.4772 0.3956 2.9468 0.03
H 0.4717 1.6706 3.3732 -0.08
H 1.2694 0.2373 2.7131 0.03
H 1.6825 0.1529 -1.3688 0.05
H 2.3814 1.3115 -0.1123 0.03
H 1.3582 2.4024 1.2006 0.02
```

Values from the calculation:
2S+1: 2
Gap between HOMO and LUMO (alpha / beta) (eV): 2.851 / 7.826
⟨S²⟩: 0.7506
Total charge: -2

=====

(b)
Below is a structure of composition C5H10NO2, with properties calculated with ωB97M-V/def2-TZVPD.

The geometry in XYZ format:
```
18
Properties=species:S:1:pos:R:3:lowdin_charge:R:1
C 0.0699 2.2238 0.8600 -0.68
H -1.1123 0.3225 0.2020 0.08
O 0.8878 2.6981 1.7436 -0.22
H 0.9178 0.3258 -0.9155 0.10
H -0.2673 0.2124 1.9133 0.14
H 0.7388 -2.2055 0.7934 0.12
C 0.8245 -0.1380 0.0656 -0.34
C -0.1887 0.6488 0.7799 -0.24
C 0.6566 -1.5940 -0.1693 -0.28
H -0.5196 -1.3066 -1.9771 0.10
C -0.5613 -1.9566 -0.9842 -0.63
H -1.0575 1.8751 -0.8709 0.03
N -0.7023 2.8193 -0.3554 -0.10
O -0.5300 -3.2255 -1.3243 -0.39
H 1.7441 0.1071 0.6299 0.10
H -1.0101 2.6060 0.8607 0.02
H 1.5198 -1.8475 -0.8942 0.11
H -1.4102 -1.5653 -0.3575 0.07
```

Values from the calculation:
2S+1: 2
Gap between HOMO and LUMO (alpha / beta) (eV): 4.885 / 6.400
⟨S²⟩: 0.7555
Total charge: -2

=====

Stability, lowest: (b)